Version P
C4H9N2O | ωB97M-V/def2-TZVPD

Total charge: +1
Frontier orbital gap in eV: 10.46
LUMO energy in eV: -3.797
Spin multiplicity: 1
SMILES: CN(C#[NH+])CCO

```
16
C4H9N2O (ωB97M-V/def2-TZVPD)
C -0.97993 0.94784 -0.50600
C 0.40126 -0.82909 0.45965
C 1.31768 -0.90950 -0.80484
C -0.80255 0.85262 1.77867
N -0.45620 0.28739 0.42446
N -1.17710 1.78299 -1.29141
O 0.83242 -1.52011 -1.89547
H -0.20974 -1.84160 0.40570
H 1.04644 -0.91242 1.33508
H 1.58292 0.05756 -1.17445
H 2.16251 -1.52084 -0.61282
H -1.03500 -0.00857 2.45119
H 0.07352 1.38230 2.14776
H -1.77955 1.28137 1.89273
H -1.94052 2.06848 -1.87442
H 0.96384 -1.11841 -2.73584
```

Version Q
C4H9N2O | ωB97M-V/def2-TZVPD

Total charge: +1
Frontier orbital gap in eV: 10.21
LUMO energy in eV: -4.744
Spin multiplicity: 1

```
16
C4H9N2O (ωB97M-V/def2-TZVPD)
C 0.33032 0.46231 -0.70989
C -0.79585 0.00552 1.11434
C -1.29540 1.33382 0.51427
C 0.93800 -1.69052 0.08855
N 0.29955 -0.44737 0.17858
N -0.52146 1.45117 -0.79129
O 1.29473 0.37017 -2.32968
H -0.29005 0.04166 2.00382
H -1.52260 -0.95279 1.25530
H -2.32403 1.22752 0.42710
H -1.22529 2.15905 1.18380
H 2.01178 -1.43373 0.08636
H 0.75389 -2.37939 1.05936
H 0.66639 -2.36077 -0.63506
H -0.37992 2.33078 -1.22281
H 2.05994 -0.11742 -2.22276
```

Version R
C4H9N2O | ωB97M-V/def2-TZVPD

Total charge: +1
Frontier orbital gap in eV: 9.46
LUMO energy in eV: -4.695
Spin multiplicity: 1
SMILES: C[C@@H]1C=[N+](C)ON1

```
16
C4H9N2O (ωB97M-V/def2-TZVPD)
C -0.26774 0.71360 -0.42229
C 1.07830 -0.27308 -0.55390
C 2.36929 0.20320 0.18358
C -2.62280 0.37943 0.13596
N 0.57006 -1.35752 0.11995
N -1.26694 0.03285 -0.04388
O -0.77919 -1.39851 0.12664
H -0.28020 1.66044 -0.78661
H 1.19421 -0.44948 -1.60806
H 2.18231 0.63075 1.22473
H 3.16404 0.78905 -0.27013
H 2.79412 -0.79346 0.35881
H -2.82881 0.99737 1.02622
H -3.22056 -0.42101 0.18872
H -3.05142 0.92145 -0.79553
H 0.96532 -1.63505 1.11580
```

Which structure loses on stability? version R does.

Version P
C4H9N2O | ωB97M-V/def2-TZVPD

Total charge: +1
Frontier orbital gap in eV: 10.97
LUMO energy in eV: -3.350
Spin multiplicity: 1
SMILES: [H]/N=C/[C@@H]1[C@@H](O)[N@@H+]1C

```
16
C4H9N2O (ωB97M-V/def2-TZVPD)
C 1.25705 -1.28054 0.42117
C -0.13163 -0.70679 0.77627
C -1.03368 -0.42159 -0.38123
C 0.29352 1.81953 -0.15728
N 1.73002 -0.92043 -0.66267
N -0.48315 0.73292 0.47675
O -2.36081 -0.60062 -0.30106
H 1.66236 -1.98220 1.06048
H -0.64922 -1.28160 1.52983
H -0.46328 -0.24362 -1.34562
H 1.17114 1.54047 -0.76307
H -0.46019 2.25858 -0.67518
H 0.61168 2.39009 0.64741
H 2.65865 -1.09699 -0.97704
H -1.10968 1.07657 1.26226
H -2.69277 -1.28378 -0.91101
```

Version Q
C4H9N2O | ωB97M-V/def2-TZVPD

Total charge: +1
Frontier orbital gap in eV: 10.60
LUMO energy in eV: -3.436
Spin multiplicity: 1

```
16
C4H9N2O (ωB97M-V/def2-TZVPD)
C -0.95042 1.25068 -1.14095
C -0.45199 0.38399 -0.08580
C 0.32139 0.56428 1.05573
N 0.08045 -0.57062 1.81007
C -0.75305 -1.41540 1.17846
N -1.12144 -0.80013 0.02589
H -0.93379 0.83275 -2.18032
H -0.18473 2.08017 -1.46731
H -1.87198 1.95101 -1.00748
H 1.05769 1.31847 1.31861
H 0.24937 -0.73100 2.77634
H -1.19571 -2.33236 1.50642
H -1.84348 -1.06984 -0.59763
H 2.01667 -0.63709 -1.59190
H 3.03065 0.05185 -0.78342
O 2.55037 -0.87674 -0.81672
```

Which structure loses on stability? version P does.

Version P
C3H5N5 | ωB97M-V/def2-TZVPD

Frontier orbital gap in eV: 9.03
LUMO energy in eV: 0.444
Spin multiplicity: 1
SMILES: [H]/N=C\n1cn[nH]/c1=N/[H]

```
13
C3H5N5 (ωB97M-V/def2-TZVPD)
C 1.01481 0.98000 0.87329
C -1.21536 -0.01636 0.53937
C 0.29560 -0.64594 -1.03413
H -0.36228 1.21697 2.04742
H 1.91377 1.25291 0.21785
H -1.80652 0.58718 1.19348
H -1.25815 -2.04922 -1.59192
H 2.31196 -0.54572 -1.14724
N 0.53972 1.66629 1.82974
N 0.13298 0.08818 0.28595
N -1.92629 -0.61697 -0.41344
N -0.98271 -1.11709 -1.18777
N 1.34246 -0.80023 -1.61260
```

Version Q
C3H5N5 | ωB97M-V/def2-TZVPD

Frontier orbital gap in eV: 9.29
LUMO energy in eV: 0.721
Spin multiplicity: 1
SMILES: [H]/N=C/N=c1/[nH]cn[nH]1

```
13
C3H5N5 (ωB97M-V/def2-TZVPD)
C 2.12037 -0.06892 0.25634
C -0.14484 0.40845 0.01602
C -2.38134 0.13866 -0.10148
H 3.72538 -1.15926 -0.15655
H 1.67954 -1.14351 0.68435
H -1.36747 2.04706 0.06245
H -3.53092 0.19716 0.21972
H 0.09347 -1.56087 0.32388
N 3.25726 -0.17030 -0.34460
N 1.10546 0.94021 0.19054
N -1.40919 1.06410 -0.12086
N -2.02020 -1.13756 -0.06358
N -0.67120 -0.87498 0.03007
```

Version R
C3H5N5 | ωB97M-V/def2-TZVPD

Frontier orbital gap in eV: 8.50
LUMO energy in eV: -1.536
Spin multiplicity: 1
SMILES: NCc1nncnn1

```
13
C3H5N5 (ωB97M-V/def2-TZVPD)
C -1.34675 -0.45847 0.46094
C 0.02787 -0.25227 0.24169
C 2.58609 0.20411 0.03341
H -2.93060 0.50480 -0.49950
H -1.75497 1.41825 -0.55111
H -1.87400 -0.66070 1.56041
H -1.53721 -1.39649 -0.01418
H 3.70543 0.23538 -0.03926
N -1.97716 0.37106 -0.61949
N 0.39081 1.07458 -0.04784
N 1.89145 1.33316 0.08076
N 2.07028 -1.10019 -0.43850
N 0.74877 -1.27320 -0.16733
```

Version S
C3H5N5 | ωB97M-V/def2-TZVPD

Frontier orbital gap in eV: 9.35
LUMO energy in eV: 0.446
Spin multiplicity: 1
SMILES: [H]/N=c1/nc[nH]n1N=C

```
13
C3H5N5 (ωB97M-V/def2-TZVPD)
C -2.01271 -0.03813 1.16296
C 2.02467 -0.05172 -0.40146
C -0.20187 -0.37535 -0.77873
H -3.19313 0.07096 1.59739
H -2.04491 -1.10159 0.52711
H 1.98380 0.58118 1.45306
H 3.20238 -0.18641 -0.24246
H -1.97557 -0.54470 -1.20680
N -1.00658 0.71628 1.23484
N 0.08963 0.06124 0.70106
N 1.43451 0.63790 0.65360
N 1.07559 -0.30140 -1.24763
N -1.14074 -0.54663 -1.63115
```

Which structure loses on stability? version S does.

Version P
C5H13N2O | ωB97M-V/def2-TZVPD

Total charge: +1
Frontier orbital gap in eV: 10.28
LUMO energy in eV: -3.670
Spin multiplicity: 1
SMILES: CCCNC(=O)C[NH3+]

```
21
C5H13N2O (ωB97M-V/def2-TZVPD)
N -1.68725 -0.80737 2.05433
C -0.71889 -1.17997 1.01640
C -1.00882 -0.19094 -0.12724
N -0.18471 -0.08629 -1.18866
C 1.24262 -0.45378 -1.16338
C 2.12648 0.45489 -0.28018
C 1.99404 1.95563 -0.63561
O -2.06976 0.41147 -0.04797
H -2.63188 -0.76539 1.66644
H -1.71604 -1.51737 2.79069
H -1.44630 0.08953 2.44418
H 0.28000 -1.07386 1.38874
H -0.89809 -2.20688 0.72282
H -0.39327 0.74911 -1.71990
H 1.61591 -0.37499 -2.16297
H 1.28195 -1.47920 -0.81855
H 3.16071 0.14499 -0.37460
H 1.71212 0.40694 0.73060
H 0.98042 2.23847 -0.90948
H 2.69935 2.24130 -1.41750
H 2.27939 2.55187 0.23160
```

Version Q
C5H13N2O | ωB97M-V/def2-TZVPD

Total charge: +1
Frontier orbital gap in eV: 11.48
LUMO energy in eV: -3.238
Spin multiplicity: 1
SMILES: CC(C)[C@H]([NH3+])C(N)=O

```
21
C5H13N2O (ωB97M-V/def2-TZVPD)
N 1.35225 -0.97638 -0.91387
C 0.46942 -0.60921 0.27330
C -0.07155 0.79417 0.28251
C -0.66194 1.25757 -1.13724
C 0.74140 1.82810 1.00610
C -0.72905 -1.64746 0.02888
N -1.54668 -1.89284 1.04487
O -0.83398 -2.12943 -1.08261
H 2.34011 -0.97256 -0.64732
H 1.17116 -0.33312 -1.68626
H 1.00639 -1.87775 -1.27574
H 1.00767 -0.85043 1.18880
H -1.03193 0.74564 0.80446
H -1.73882 1.19284 -1.02285
H -0.34618 0.70813 -2.02060
H -0.37623 2.30386 -1.21741
H 1.27866 2.56174 0.39048
H 0.17538 2.53708 1.61298
H 1.60932 1.46208 1.56675
H -1.54677 -1.53223 1.98773
H -2.26863 -2.56981 0.81703
```

Version R
C5H13N2O | ωB97M-V/def2-TZVPD

Total charge: +1
Frontier orbital gap in eV: 4.97
LUMO energy in eV: -9.433
Spin multiplicity: 1

```
21
C5H13N2O (ωB97M-V/def2-TZVPD)
N -1.41318 1.04900 -1.65375
C -0.30086 0.36418 -2.26556
C 0.22862 -0.66963 -1.30290
N -0.59741 -0.95147 -0.21865
C -1.27634 -2.45268 1.52279
C -0.11147 -1.89229 0.72361
C 0.96158 -1.22896 1.63669
O 1.31357 -1.16497 -1.51776
H 2.96464 9.05943 0.92997
H -2.00643 1.52989 -2.31403
H 2.91986 8.63347 0.33127
H 0.52199 1.05070 -2.48631
H -0.53436 -0.10562 -3.23135
H -1.92503 0.41197 -1.05226
H -1.82125 -1.63796 2.00159
H -0.97366 -3.17464 2.27740
H -1.98217 -2.96759 0.87080
H 0.40216 -2.69930 0.17022
H 1.32844 -1.91988 2.38899
H 0.52005 -0.38125 2.16013
H 1.78124 -0.85240 1.02910
```

Which structure loses on stability? version R does.

Version P
C5H13N2O | ωB97M-V/def2-TZVPD

Total charge: +1
Frontier orbital gap in eV: 8.95
LUMO energy in eV: -3.539
Spin multiplicity: 1
SMILES: N[C@H](CO)C/C=C/[NH3+]

```
21
C5H13N2O (ωB97M-V/def2-TZVPD)
C -0.47712 0.53052 -1.94105
O -0.97355 1.36010 -0.87273
C 0.24195 -0.75635 -1.46437
C -0.40426 -1.48305 -0.22586
C -0.57392 -0.58045 0.90114
C 0.33535 -0.26982 1.84586
N -0.09788 0.97742 2.54081
N 1.67385 -0.57553 -1.30122
H 0.15879 1.13693 -2.59385
H -1.41083 0.35337 -2.47344
H -0.87571 2.29929 -1.06562
H 0.17391 -1.47661 -2.37104
H 0.29245 -2.31663 0.07257
H -1.33919 -1.98685 -0.51554
H -1.53617 -0.13239 1.12481
H 1.32600 -0.59049 2.10870
H -0.52465 0.86817 3.46939
H 0.58915 1.72481 2.74710
H -0.72017 1.43587 1.87206
H 2.09855 -0.87480 -0.43420
H 2.04345 0.35648 -1.42350
```

Version Q
C5H13N2O | ωB97M-V/def2-TZVPD

Total charge: +1
Frontier orbital gap in eV: 11.32
LUMO energy in eV: -2.884
Spin multiplicity: 1

```
21
C5H13N2O (ωB97M-V/def2-TZVPD)
C -1.05401 -1.90834 -1.50942
C 0.40497 -1.53644 -1.18630
C 1.34679 -2.37778 -0.72243
N 0.73425 -0.14451 -1.53149
H -1.25701 -2.95010 -1.19069
H -1.74904 -1.20118 -1.01203
H -1.25418 -1.88403 -2.61099
H 2.37949 -2.09009 -0.52888
H 1.09086 -3.41217 -0.55654
H 0.09249 0.47835 -0.92881
H 0.69046 0.13841 -2.49299
H 1.66496 0.02043 -1.16634
C -0.10638 0.13955 1.77674
C -0.37570 1.51661 1.17596
N -0.35168 2.57235 2.02200
O -0.55502 1.68305 -0.06019
H -0.08673 0.22313 2.84546
H 0.84645 -0.17700 1.38351
H -0.91248 -0.50334 1.44325
H -0.73528 3.42027 1.63446
H -0.30182 2.47638 3.02126
```

Version R
C5H13N2O | ωB97M-V/def2-TZVPD

Total charge: +1
Frontier orbital gap in eV: 9.78
LUMO energy in eV: -3.536
Spin multiplicity: 1

```
21
C5H13N2O (ωB97M-V/def2-TZVPD)
C -2.15466 0.20311 0.49065
C -2.48619 0.85695 -0.78811
C 1.77026 -1.95333 -0.25992
C 1.64046 1.75609 0.53519
C 1.15160 -0.62722 0.07110
N -0.17498 -0.56802 0.15993
N 1.97660 0.38345 0.25940
O -2.73654 -0.91071 0.78055
H -1.60216 1.21170 -1.31205
H -3.08902 1.73998 -0.56386
H -3.05215 0.18654 -1.42673
H 2.05079 -2.46407 0.66112
H 2.65883 -1.83455 -0.87387
H 1.06745 -2.59000 -0.79324
H 2.01377 2.04453 1.51852
H 2.10334 2.40085 -0.21314
H 0.56185 1.87791 0.49959
H -0.57765 -1.47055 -0.06508
H -1.77539 0.83549 1.29292
H -2.64121 -1.19784 1.70295
H 2.96374 0.18105 0.18537
```

Which structure loses on stability? version P does.

Version P
C5H13N2O | ωB97M-V/def2-TZVPD

Total charge: +1
Frontier orbital gap in eV: 10.94
LUMO energy in eV: -2.842
Spin multiplicity: 1
SMILES: C=C([NH2+][C@H](C)N)OC

```
21
C5H13N2O (ωB97M-V/def2-TZVPD)
C -1.35877 -1.72473 -0.73453
C -1.50220 -0.72911 0.15249
C 2.10929 -0.73153 1.00731
C -3.52114 0.50372 0.49911
C 1.30969 -0.04648 -0.18558
N 1.95696 1.16340 -0.70992
N -0.08137 0.39626 0.16704
O -2.27146 -0.21828 0.98909
H -2.13268 -2.43687 -0.54046
H -0.48755 -1.75073 -1.38152
H 3.04512 -1.23498 0.67262
H 2.32668 -0.00095 1.81522
H 1.48049 -1.52051 1.51022
H -3.19432 0.87800 -0.56017
H -3.74279 1.30476 1.19174
H -4.31339 -0.18123 0.33479
H 1.03842 -0.82865 -0.92898
H 1.85608 1.18363 -1.74274
H 2.89773 1.38185 -0.32092
H -0.16079 0.90703 1.14238
H -0.33755 1.02500 -0.57992
```

Version Q
C5H13N2O | ωB97M-V/def2-TZVPD

Total charge: +1
Frontier orbital gap in eV: 10.17
LUMO energy in eV: -3.138
Spin multiplicity: 1
SMILES: C=C(N)C[C@@H]([NH3+])CO

```
21
C5H13N2O (ωB97M-V/def2-TZVPD)
C 0.87561 0.50605 1.24042
O 0.88251 0.11079 2.61289
C -0.62501 0.84267 0.76438
C -0.71935 0.68673 -0.79010
C 0.31693 -0.21562 -1.50241
C 1.61993 -0.01999 -1.76264
N -0.43872 -1.50537 -1.51464
N -1.52534 -0.27415 1.24550
H 1.34431 -0.46084 0.73555
H 1.42098 1.40431 0.85176
H 1.46281 0.75928 3.09617
H -0.99149 1.88140 1.10559
H -0.67189 1.64590 -1.35128
H -1.75155 0.13496 -1.02169
H 2.24959 0.82349 -1.53729
H 2.28672 -0.58648 -2.45702
H -0.66376 -1.84153 -2.58834
H 0.19568 -2.22140 -1.10907
H -2.45095 0.03606 1.70688
H -1.16549 -0.92190 1.93892
H -1.65152 -0.78435 0.33641
```

Which structure loses on stability? version Q does.

Version P
C3H9NO2S | ωB97M-V/def2-TZVPD

Frontier orbital gap in eV: 8.96
LUMO energy in eV: -0.207
Spin multiplicity: 1

```
16
C3H9NO2S (ωB97M-V/def2-TZVPD)
C -0.24280 2.20757 -0.57505
C 1.37317 -1.10834 -0.54242
C 0.19160 -1.20279 0.40446
N -2.22365 -0.43980 1.19313
O -1.56054 -0.30765 -1.35219
O 2.21836 -0.03555 -0.38172
S -1.02742 0.06661 0.00726
H -1.18345 2.38212 -1.15597
H -0.48242 2.76065 0.35540
H 1.87139 -2.18681 -0.43220
H 1.01365 -1.06195 -1.64292
H 0.46852 -1.01819 1.39498
H -0.42020 -2.18054 0.36424
H -2.77068 0.08611 1.76276
H -2.77853 -1.13485 0.71598
H 1.92131 0.86871 -0.70472
```

Version Q
C3H9NO2S | ωB97M-V/def2-TZVPD

Frontier orbital gap in eV: 10.22
LUMO energy in eV: 0.686
Spin multiplicity: 1
SMILES: O=CNCCS.O

```
16
C3H9NO2S (ωB97M-V/def2-TZVPD)
O -1.60818 -1.27399 -0.03082
C -0.90021 -0.68545 -0.81139
N -0.52090 0.62365 -0.62807
C 0.81384 1.11010 -0.90546
C 1.92612 0.58317 0.00464
S 2.16609 -1.22142 -0.04197
H -0.61638 -1.12207 -1.77982
H -0.88709 0.88725 0.28136
H 1.04926 0.87079 -1.93710
H 0.76848 2.18840 -0.75723
H 2.87754 1.02983 -0.25056
H 1.64889 0.79995 1.04353
H 1.71486 -1.36433 -1.29545
H -2.65921 -0.92331 1.59289
H -2.74512 -1.01018 3.14005
O -3.02799 -0.49239 2.37542
```

Which structure loses on stability? version P does.